Computed, not measured: C46H95F3HgN5O8S as an isolated structure at a distorted geometry, with ωB97M-V/def2-TZVPD.

Total charge: +1
ΔE to the lowest compared entry with this formula, charge and spin: 503.9 kJ/mol
Multiplicity: 1
E_tot: -3535.9371 Ha
HOMO: -9.474 eV
Gap between HOMO and LUMO: 3.305 eV

Each line ends with the Mulliken charge.
Cartesian coordinates (Å):
1 Hg 0.245 0.569 3.552  0.92
2 C -2.006 -0.296 -0.275  0.36
3 F -2.315 -1.581 -0.635  -0.19
4 F -1.675 0.348 -1.386  -0.11
5 F -3.031 0.352 0.272  -0.24
6 S -0.471 -0.222 0.865  1.60
7 O -0.843 -0.776 2.199  -1.05
8 O 0.609 -1.088 0.355  -0.83
9 O -0.167 1.149 1.053  -0.65
10 C -6.401 1.727 -4.252  -1.86
11 C -4.918 1.821 -4.225  1.66
12 C -4.334 2.442 -5.547  -1.34
13 C -4.750 3.913 -5.715  -0.80
14 C -4.164 4.639 -4.465  -0.32
15 C -4.645 4.096 -3.050  1.34
16 N -4.543 2.603 -3.026  1.30
17 O -4.907 2.043 -1.819  -0.67
18 C -3.631 4.652 -2.012  -1.73
19 C -6.077 4.633 -2.710  -1.83
20 C -4.161 0.467 -4.118  -1.93
21 H -6.719 1.546 -5.279  0.39
22 H -6.995 2.610 -4.018  0.32
23 H -6.870 0.937 -3.666  0.32
24 H -3.263 2.287 -5.680  0.40
25 H -4.652 1.909 -6.443  0.54
26 H -5.839 3.872 -5.701  0.37
27 H -4.455 4.248 -6.709  0.50
28 H -4.453 5.690 -4.478  0.53
29 H -3.088 4.629 -4.639  -0.75
30 H -3.811 5.701 -1.778  0.46
31 H -3.728 4.178 -1.035  0.43
32 H -2.612 4.483 -2.360  0.12
33 H -6.640 4.710 -3.640  0.42
34 H -6.674 4.124 -1.952  0.27
35 H -6.016 5.621 -2.254  0.48
36 H -4.222 -0.128 -5.029  0.44
37 H -4.543 -0.236 -3.378  0.41
38 H -3.089 0.522 -3.930  0.21
39 H -4.093 1.605 -1.561  0.23
40 C 2.842 2.312 2.377  -1.72
41 C 3.972 1.141 2.266  1.39
42 C 5.200 1.769 3.040  -1.02
43 C 6.202 0.628 3.433  -0.78
44 C 5.420 -0.590 4.213  -1.13
45 C 4.252 -1.182 3.346  1.47
46 N 3.388 -0.054 2.938  -0.56
47 O 2.147 -0.385 2.474  2.19
48 C 4.743 -1.972 2.139  -1.38
49 C 3.518 -2.123 4.352  -1.98
50 C 4.277 1.012 0.795  -1.86
51 H 2.022 2.115 1.687  0.08
52 H 3.268 3.217 1.943  0.58
53 H 2.557 2.562 3.399  0.32
54 H 5.860 2.423 2.469  0.31
55 H 4.803 2.327 3.888  0.48
56 H 6.836 1.128 4.164  0.49
57 H 6.739 0.225 2.574  0.33
58 H 5.150 -0.062 5.128  0.35
59 H 6.112 -1.408 4.413  0.44
60 H 3.928 -2.198 1.452  0.00
61 H 5.384 -1.420 1.451  0.27
62 H 5.257 -2.885 2.438  0.65
63 H 2.603 -2.562 3.954  0.03
64 H 4.180 -2.963 4.563  0.59
65 H 3.271 -1.511 5.220  0.45
66 H 3.502 0.452 0.272  0.34
67 H 5.188 0.444 0.608  0.31
68 H 4.446 1.986 0.336  0.57
69 H 2.375 -0.694 1.594  -0.31
70 C -3.458 1.168 3.983  -1.87
71 C -3.167 -0.298 4.505  1.15
72 C -3.707 -1.328 3.442  -0.83
73 C -3.476 -2.792 3.892  -1.14
74 C -1.993 -3.010 4.226  -0.94
75 C -1.350 -1.993 5.175  1.69
76 N -1.792 -0.591 4.771  1.85
77 O -1.111 0.389 5.585  -0.56
78 C -1.682 -2.367 6.683  -1.19
79 C 0.171 -2.157 4.966  -2.66
80 C -3.982 -0.422 5.804  -1.70
81 H -4.530 1.342 3.899  0.48
82 H -2.943 1.376 3.045  0.22
83 H -3.145 1.994 4.622  0.35
84 H -4.792 -1.234 3.396  0.83
85 H -3.282 -1.465 2.448  -0.42
86 H -3.823 -3.366 3.033  0.56
87 H -4.218 -3.163 4.600  0.41
88 H -1.492 -3.082 3.260  -0.47
89 H -1.897 -3.990 4.694  0.79
90 H -1.159 -3.263 7.021  0.41
91 H -1.725 -1.565 7.419  0.27
92 H -2.713 -2.719 6.727  0.45
93 H 0.508 -3.141 5.292  0.75
94 H 0.461 -2.196 3.916  -0.05
95 H 0.780 -1.387 5.440  0.55
96 H -3.466 0.029 6.651  0.32
97 H -4.369 -1.339 6.249  0.27
98 H -5.006 -0.049 5.777  0.49
99 H -1.376 0.106 6.463  0.35
100 C 4.091 -5.932 0.309  -1.55
101 C 3.166 -5.286 -0.766  1.47
102 C 2.996 -6.298 -1.918  -1.18
103 C 1.995 -7.489 -1.610  -0.94
104 C 0.590 -6.979 -1.041  -1.04
105 C 0.767 -6.003 0.134  1.99
106 N 1.804 -4.955 -0.256  -0.27
107 O 1.914 -3.921 0.684  0.55
108 C -0.567 -5.284 0.282  -1.82
109 C 1.180 -6.741 1.383  -1.77
110 C 3.789 -4.011 -1.404  -1.63
111 H 4.206 -5.343 1.219  0.06
112 H 3.769 -6.938 0.580  0.40
113 H 5.098 -5.978 -0.104  0.52
114 H 2.642 -5.861 -2.852  0.38
115 H 4.018 -6.671 -1.981  0.49
116 H 1.853 -8.102 -2.500  0.43
117 H 2.509 -8.179 -0.941  0.33
118 H 0.061 -7.869 -0.699  0.43
119 H 0.190 -6.486 -1.927  0.36
120 H -0.841 -4.794 -0.652  0.44
121 H -0.518 -4.457 0.990  -0.08
122 H -1.434 -5.926 0.436  0.56
123 H 1.852 -7.540 1.071  0.30
124 H 0.293 -6.949 1.981  0.54
125 H 1.810 -6.121 2.021  0.13
126 H 4.151 -3.395 -0.582  0.07
127 H 4.567 -4.266 -2.124  0.44
128 H 2.980 -3.464 -1.889  0.43
129 H 1.366 -3.197 0.372  0.08
130 C -0.286 4.897 -5.757  -1.96
131 C 0.927 4.481 -4.823  1.01
132 C 1.419 5.876 -4.275  -1.22
133 C 2.465 5.711 -3.182  -0.83
134 C 1.823 4.914 -2.081  -1.18
135 C 1.292 3.540 -2.469  2.64
136 N 0.444 3.684 -3.718  1.17
137 O -0.228 2.549 -4.074  -0.54
138 C 2.416 2.488 -2.707  -1.62
139 C 0.415 3.042 -1.344  -2.63
140 C 2.100 3.797 -5.691  -1.66
141 H -0.523 4.043 -6.392  0.46
142 H -0.246 5.706 -6.486  0.44
143 H -1.278 5.115 -5.360  0.28
144 H 1.864 6.501 -5.050  0.44
145 H 0.546 6.479 -4.026  0.44
146 H 2.932 6.655 -2.898  0.50
147 H 3.354 5.241 -3.601  0.24
148 H 1.070 5.519 -1.575  0.45
149 H 2.575 4.794 -1.301  0.33
150 H 3.407 2.775 -2.357  0.37
151 H 2.326 1.581 -2.109  0.16
152 H 2.467 1.989 -3.675  0.30
153 H 0.000 2.055 -1.545  0.50
154 H 1.036 2.773 -0.490  0.11
155 H -0.462 3.645 -1.109  0.30
156 H 1.867 2.773 -5.982  0.36
157 H 3.072 3.894 -5.209  0.31
158 H 2.219 4.170 -6.708  0.44
159 H -1.078 2.728 -3.665  0.28